A structure of composition C25H27AsInN7OS4Se, computed with ωB97M-V/def2-TZVPD.

Each line ends with the Löwdin charge.
Element x y z (Å)
In 0.56 0.35 -0.26  0.15
C -3.69 0.51 -5.35  -0.06
C -3.18 0.16 -3.97  -0.28
C -2.75 -1.12 -3.66  -0.05
C -2.19 -1.41 -2.43  -0.01
C -2.05 -0.43 -1.45  -0.31
N -1.39 -0.70 -0.23  -0.01
C -2.15 -1.17 0.79  -0.22
C -3.54 -1.42 0.67  -0.01
C -4.30 -1.93 1.71  -0.07
C -3.74 -2.22 2.95  -0.31
C -4.58 -2.72 4.10  -0.08
C -2.39 -1.97 3.09  0.00
C -1.60 -1.48 2.06  -0.12
N -0.21 -1.32 2.33  -0.09
C 0.59 -2.20 2.96  -0.07
C 1.81 -1.59 3.15  -0.06
C 1.65 -0.32 2.59  -0.17
N 0.42 -0.15 2.10  0.02
C -2.51 0.85 -1.76  -0.15
C -3.05 1.15 -3.01  0.02
N -2.39 1.90 -0.81  -0.06
C -3.26 2.91 -0.58  -0.07
C -2.68 3.73 0.36  -0.07
C -1.43 3.14 0.64  -0.17
N -1.28 2.04 -0.07  0.02
H -4.05 -0.38 -5.87  0.07
H -4.52 1.22 -5.30  0.07
H -2.90 0.96 -5.95  0.08
H -2.82 -1.91 -4.41  0.10
H -1.81 -2.40 -2.20  0.13
H -4.02 -1.21 -0.28  0.10
H -5.36 -2.10 1.54  0.10
H -5.45 -3.27 3.74  0.06
H -4.01 -3.39 4.75  0.07
H -4.95 -1.90 4.73  0.07
H -1.90 -2.15 4.05  0.12
H 0.26 -3.20 3.17  0.13
H 2.72 -2.02 3.53  0.10
H 2.39 0.45 2.44  0.07
H -3.30 2.18 -3.23  0.12
H -4.20 2.95 -1.09  0.12
H -3.09 4.64 0.77  0.08
H -0.63 3.47 1.27  0.09
S 0.31 4.38 -2.17  -0.19
As 1.76 2.85 -1.95  -0.43
S 0.93 0.89 -2.66  0.06
S 2.02 2.29 0.24  0.06
S 3.66 3.23 -2.80  -0.14
C 4.41 -0.30 -1.19  -0.05
N 5.32 0.38 -0.27  -0.14
C 5.91 1.60 -0.78  -0.10
C 5.29 0.04 1.04  -0.52
C 6.29 0.72 1.95  -0.02
O 4.52 -0.81 1.48  0.01
H 4.87 -0.32 -2.18  0.09
H 3.46 0.24 -1.27  0.00
H 4.23 -1.31 -0.83  0.07
H 6.40 1.39 -1.73  0.08
H 6.65 1.99 -0.09  0.06
H 5.14 2.35 -0.97  -0.02
H 6.02 1.77 2.10  0.08
H 7.30 0.68 1.55  0.07
H 6.26 0.21 2.91  0.07
Se 2.67 -4.37 0.23  0.37
C 1.98 -2.73 -0.02  -0.92
N 1.52 -1.69 -0.20  0.04

As for the HOMO energy: -1.776 eV. The value obtained for the maximum force is 0.43 eV/Å. The net charge is -2. For the orbital gap, the calculation gives 5.95 eV. The value obtained for the energy is -213547.0268 eV. The LUMO energy is 4.17 eV.

A structure of composition C25H27AsN2O2Y in a non-equilibrium geometry, computed with ωB97M-V/def2-TZVPD.

Each line ends with the Löwdin charge.
Element x y z (Å)
Y 0.21 -0.47 -0.35  1.33
O -0.52 -2.32 -0.61  -0.25
C -1.38 -2.99 0.12  -0.33
C -2.22 -3.93 -0.51  -0.01
C -3.06 -4.75 0.20  -0.05
C -3.08 -4.70 1.60  -0.07
C -2.30 -3.78 2.25  -0.03
C -1.46 -2.90 1.54  -0.14
C -0.62 -2.03 2.30  -0.07
N -0.02 -0.98 1.84  -0.10
C 1.10 -0.48 2.62  -0.20
C 2.37 -0.98 1.91  -0.19
N 2.31 -0.53 0.53  -0.09
C 3.43 -0.29 -0.07  -0.06
C 3.58 0.28 -1.37  -0.14
C 4.89 0.53 -1.82  -0.03
C 5.13 1.16 -3.01  -0.08
C 4.06 1.54 -3.81  -0.05
C 2.76 1.29 -3.42  0.00
C 2.47 0.65 -2.19  -0.31
O 1.22 0.45 -1.85  -0.28
H -2.17 -4.00 -1.59  0.11
H -3.70 -5.44 -0.32  0.11
H -3.69 -5.39 2.15  0.11
H -2.32 -3.72 3.32  0.12
H -0.45 -2.31 3.34  0.14
H 1.07 -0.84 3.66  0.12
H 1.09 0.62 2.62  0.12
H 2.36 -2.08 1.94  0.13
H 3.27 -0.62 2.42  0.13
H 4.37 -0.50 0.45  0.14
H 5.72 0.22 -1.19  0.12
H 6.15 1.36 -3.32  0.11
H 4.24 2.05 -4.75  0.11
H 1.93 1.58 -4.04  0.11
C -1.86 1.96 -2.91  -0.27
As -1.76 0.20 -2.04  1.11
C -1.42 -0.89 -3.62  -0.27
C -3.64 -0.20 -1.48  -0.30
C -4.69 -0.57 -2.49  -0.30
C -4.59 -1.78 -3.17  -0.07
C -5.62 -2.21 -3.99  -0.07
C -6.78 -1.46 -4.10  -0.08
C -6.89 -0.26 -3.42  -0.07
C -5.83 0.20 -2.64  -0.05
H -2.54 1.95 -3.77  0.04
H -0.85 2.19 -3.26  0.02
H -2.16 2.73 -2.21  0.03
H -2.19 -0.71 -4.38  0.04
H -1.38 -1.95 -3.37  0.02
H -0.44 -0.60 -4.02  0.03
H -3.96 0.67 -0.91  0.08
H -3.53 -1.05 -0.78  0.07
H -3.72 -2.40 -3.02  0.09
H -5.51 -3.14 -4.54  0.11
H -7.60 -1.83 -4.70  0.11
H -7.79 0.31 -3.49  0.11
H -5.92 1.13 -2.10  0.11

As for the HOMO energy: -11.084 eV. The value obtained for the maximum force is 3.07 eV/Å. The net charge is +1. For the orbital gap, the calculation gives 7.81 eV. The value obtained for the energy is -95317.6215 eV. The LUMO energy is -3.27 eV.

A cluster of 2 separate species, C25H27BCl2IN2O7 in total in a non-equilibrium geometry, computed with ωB97M-V/def2-TZVPD.

Each line ends with the Löwdin charge.
Element x y z (Å)
C -0.28 4.05 2.66  -0.07
C -1.28 3.53 1.49  -0.22
O -2.30 2.67 2.08  -0.12
C -2.47 1.52 1.26  -0.11
C -3.68 1.34 0.27  -0.13
C -4.78 2.51 0.18  -0.59
Cl -6.15 2.72 1.35  0.59
C -4.63 3.39 -0.93  -0.60
C -5.61 4.63 -1.23  -0.14
Cl -3.22 3.16 -2.10  0.57
C -3.77 0.03 -0.60  0.03
C -2.69 -1.08 -0.55  -0.06
C -2.83 -2.38 -1.48  -0.31
C -2.88 -1.94 -3.06  -0.07
C -4.10 -3.27 -1.04  -0.22
C -5.53 -2.67 -1.47  -0.14
C -1.49 -0.85 0.42  0.03
C -1.36 0.42 1.34  0.05
C -0.06 0.54 2.29  -0.24
O -0.18 0.97 3.46  0.08
C 1.30 0.04 1.63  -0.01
C 2.69 0.69 1.83  -0.02
C 3.95 0.12 1.08  -0.54
I 5.84 1.11 1.46  0.87
C 3.86 -1.09 0.12  -0.07
B 5.06 -1.74 -0.74  -0.51
O 4.79 -3.07 -1.32  0.04
N 6.38 -1.12 -1.06  -0.20
C 6.34 -0.33 -2.32  -0.12
C 7.51 -2.10 -1.02  -0.10
C 2.43 -1.75 -0.03  0.06
C 1.17 -1.23 0.69  -0.02
C -0.28 -1.90 0.54  -0.25
O -0.42 -3.15 0.55  0.05
H -0.34 5.18 2.78  0.07
H -0.62 3.54 3.62  0.08
H 0.80 3.73 2.45  0.07
H -1.73 4.41 0.89  0.12
H -0.60 2.97 0.74  0.13
H -5.49 5.40 -0.37  0.09
H -5.28 5.12 -2.22  0.07
H -6.70 4.28 -1.31  0.08
H -4.67 -0.03 -1.31  0.10
H -1.92 -3.08 -1.41  0.12
H -1.85 -2.11 -3.54  0.08
H -3.68 -2.57 -3.56  0.08
H -3.07 -0.81 -3.09  0.07
H -4.09 -3.35 0.11  0.12
H -4.04 -4.35 -1.44  0.11
H -5.47 -1.78 -2.19  0.05
H -6.22 -3.46 -1.96  0.08
H -6.08 -2.34 -0.51  0.08
H 2.83 1.58 2.52  0.10
H 4.99 -2.99 -2.28  0.11
H 5.32 0.23 -2.34  0.10
H 7.14 0.50 -2.23  0.10
H 6.45 -0.95 -3.28  0.09
H 7.25 -3.11 -0.56  0.10
H 7.97 -2.16 -2.06  0.08
H 8.32 -1.64 -0.34  0.10
H 2.34 -2.65 -0.72  0.11
N 4.29 -0.83 4.46  -0.66
O 5.18 -1.63 4.13  -0.10
O 4.57 0.38 4.65  -0.14
O 3.11 -1.22 4.61  -0.08

As for the HOMO energy: -4.331 eV. The value obtained for the maximum force is 4.31 eV/Å. The net charge is -1. For the orbital gap, the calculation gives 5.26 eV. The value obtained for the energy is -77485.6586 eV. The LUMO energy is 0.92 eV.

A cluster of 2 separate species, C25H27BN3O in total in a non-equilibrium geometry, computed with ωB97M-V/def2-TZVPD.

Each line ends with the Löwdin charge.
Element x y z (Å)
C 1.82 0.37 -5.56  -0.09
O 2.89 1.15 -5.07  -0.07
C 2.83 1.46 -3.71  -0.20
C 3.88 2.23 -3.21  0.05
C 3.92 2.59 -1.89  -0.02
N 2.93 2.21 -1.05  -0.05
B 3.03 2.65 0.38  -0.42
H 2.11 2.27 1.01  -0.01
C 1.90 1.46 -1.49  -0.02
C 1.83 1.08 -2.81  0.02
H 1.98 0.20 -6.62  0.10
H 1.80 -0.59 -5.04  0.10
H 0.89 0.91 -5.42  0.10
H 4.66 2.53 -3.89  0.13
H 4.73 3.19 -1.50  0.14
H 4.02 2.22 0.87  0.02
H 3.07 3.82 0.44  0.02
H 1.13 1.17 -0.80  0.12
H 1.00 0.49 -3.15  0.11
C -3.88 3.75 0.67  0.02
N -3.27 2.43 0.76  -0.05
C -2.12 2.14 1.46  0.06
C -1.84 0.78 1.35  -0.14
C -0.68 0.20 1.93  0.12
C -0.36 -1.17 2.08  -0.13
C -1.22 -2.27 2.17  0.03
N -0.48 -3.42 2.33  -0.05
C -1.04 -4.75 2.49  0.02
C 0.88 -3.09 2.36  -0.14
C 0.98 -1.69 2.22  -0.11
C 2.23 -1.06 2.19  0.00
C 3.35 -1.83 2.30  -0.06
C 3.26 -3.22 2.44  -0.06
C 2.04 -3.86 2.48  0.00
C -2.85 0.22 0.49  -0.10
C -3.74 1.26 0.15  -0.14
C -4.84 1.02 -0.69  0.00
C -5.02 -0.24 -1.19  -0.06
C -4.11 -1.27 -0.90  -0.06
C -3.04 -1.05 -0.07  -0.03
H -4.78 3.71 0.07  0.09
H -4.14 4.11 1.66  0.10
H -3.19 4.46 0.20  0.10
H -1.54 2.86 2.01  0.15
H 0.05 0.89 2.30  0.12
H -2.29 -2.22 2.20  0.14
H -0.23 -5.48 2.59  0.09
H -1.66 -4.79 3.37  0.10
H -1.64 -5.02 1.62  0.10
H 2.29 0.00 2.06  0.10
H 4.33 -1.37 2.27  0.11
H 4.16 -3.81 2.52  0.11
H 1.97 -4.93 2.57  0.11
H -5.53 1.81 -0.92  0.11
H -5.86 -0.45 -1.83  0.11
H -4.27 -2.25 -1.32  0.11
H -2.32 -1.82 0.11  0.09

As for the HOMO energy: -11.007 eV. The value obtained for the maximum force is 2.56 eV/Å. The net charge is +1. For the orbital gap, the calculation gives 6.54 eV. The value obtained for the energy is -33550.7593 eV. The LUMO energy is -4.46 eV.